9
Properties=species:S:1:pos:R:3:nbo_charge:R:1 method="wB97M-V/def2-TZVPD" lumo_ev=-1.65 homo_lumo_gap_ev=8.1 homo_ev=-9.738
C 0.2392 0.1986 -0.0053 0.362
C -1.5185 -0.8004 0.0776 0.364
H -2.3645 -1.4765 0.1585 0.215
N 1.6685 0.5083 0.0367 -0.001
N -0.2664 -1.0423 0.2347 -0.448
N -0.6133 1.1396 -0.2933 -0.083
O 1.9108 1.6974 0.2217 -0.308
O -1.8012 0.4595 -0.2341 -0.253
S 2.7454 -0.6841 -0.1966 0.152

=====

16
Properties=species:S:1:pos:R:3:nbo_charge:R:1 method="wB97M-V/def2-TZVPD" lumo_ev="-10.47 / -15.75" homo_lumo_gap_ev="11.2 / 5.9" spin_multiplicity=2 homo_ev="-21.642 / -21.630" total_charge=+2
O -0.7733 -0.3765 -1.4935 -0.055
C -0.7353 0.4242 -2.4145 0.666
O 0.0437 1.5006 -2.2940 -0.543
H -1.2633 0.3180 -3.3629 0.310
H -0.3510 2.3026 -2.7648 0.583
C 1.2268 0.4764 0.8748 -0.431
N -0.2532 -0.1008 1.0456 -0.486
C -0.2792 -1.5354 1.4048 -0.399
H 1.8685 -0.0045 1.6107 0.270
H 1.4221 0.4391 -0.2180 0.219
H 1.2532 1.6292 1.2581 0.274
H -0.5931 -0.0887 0.0763 0.397
H -0.7086 0.4495 1.7821 0.466
H 0.3073 -2.1254 0.7552 0.239
H -1.2529 -1.8375 1.3467 0.238
H 0.0883 -1.4709 2.3936 0.251

=====

97
Properties=species:S:1:pos:R:3:mulliken_charge:R:1 method="wB97M-V/def2-TZVPD" lumo_ev="-10.41 / -10.41" homo_lumo_gap_ev="5.5 / 5.5" homo_ev="-15.875 / -15.875" total_charge=+3
Ce -0.8641 -0.8225 -0.1223 0.039
C -0.0587 -3.3843 3.5811 -1.646
C 0.2135 -3.0335 2.2605 -0.396
N -0.0431 -1.7379 2.0089 0.369
N -0.5632 -1.2438 3.1464 0.450
C -0.5588 -2.1939 4.1036 -0.088
B -0.8387 0.3024 3.2891 0.337
N -2.2089 0.6029 2.6379 0.550
C -3.3554 1.0770 3.2127 0.189
C -4.3604 1.0216 2.2844 -1.978
C -3.7365 0.6358 1.1049 -0.379
N -2.4448 0.3742 1.3041 0.330
N 0.3261 0.9829 2.4998 0.575
C 1.2660 1.7600 2.9803 0.233
C 2.0726 2.2330 1.9790 -2.046
C 1.5203 1.6963 0.8373 -0.889
N 0.4490 0.9130 1.1348 0.667
N -0.7656 0.7682 4.7327 0.252
C 0.1807 0.4335 5.6753 -0.302
C 0.3317 1.4059 6.5784 -0.875
C -0.5379 2.3914 6.0625 -0.317
N -1.1988 2.0394 4.9740 -1.147
H 0.0911 -4.3396 4.0800 0.492
H 0.5402 -3.7542 1.5180 0.519
H -0.9747 -1.9481 5.0635 0.843
H -3.3801 1.4347 4.2338 0.615
H -5.3983 1.3467 2.4028 0.574
H -4.1172 0.4913 0.1202 0.675
H 1.2582 1.9907 4.0362 0.475
H 2.8297 2.9582 2.1300 0.615
H 1.8394 1.8612 -0.1892 0.840
H 0.7190 -0.5082 5.6104 0.507
H 0.9944 1.5080 7.4096 0.470
H -0.6563 3.3586 6.4968 0.474
C -4.3317 -3.4977 2.0741 -1.276
C -4.4026 -4.6583 1.3722 -0.772
C -3.5475 -4.8017 0.2622 -0.853
C -2.6767 -3.8323 -0.0752 0.737
N -2.5664 -2.6680 0.6121 0.849
C -3.3985 -2.4934 1.6520 -0.072
C -1.8058 -3.9343 -1.2756 0.959
C -1.9182 -5.0259 -2.1416 -1.395
C -1.1372 -5.0692 -3.2703 -0.794
C -0.2499 -4.0302 -3.5009 -1.466
C -0.2031 -3.0112 -2.6089 -0.498
N -0.9456 -2.9408 -1.5192 0.685
H -5.0066 -3.3033 2.9270 0.489
H -5.0534 -5.4987 1.6502 0.463
H -3.6700 -5.6828 -0.3344 0.477
H -3.2641 -1.5729 2.1845 0.445
H -2.5489 -5.8484 -1.9044 0.475
H -1.1292 -5.9391 -3.8839 0.501
H 0.4159 -4.0654 -4.3855 0.485
H 0.5527 -2.2669 -2.7832 0.942
C -2.8374 4.4990 -0.5469 -1.208
C -3.1833 3.3029 -1.3529 0.989
N -4.2408 3.1176 -2.0610 -0.764
N -4.1414 1.8349 -2.5309 0.290
C -3.0308 1.2231 -2.1501 0.154
S -2.4676 -0.4123 -2.3183 -0.424
N -2.3866 2.1584 -1.4297 0.126
N -1.1245 1.8530 -0.7963 -0.401
H -3.6503 5.1964 -0.7523 0.377
H -1.9011 4.9512 -0.8745 0.352
H -2.8611 4.2710 0.5335 0.293
H -4.8690 1.4600 -3.1856 0.267
H -0.3922 2.3267 -1.2985 0.418
H -1.1806 2.2310 0.1669 0.364
C 4.0655 5.0584 -3.7153 -1.280
C 4.7657 3.7393 -3.5690 -0.523
S 3.8084 2.3094 -3.2111 1.214
O 2.8439 2.1121 -4.2440 -0.774
O 3.3198 2.2970 -1.8337 -0.679
C 5.0260 1.0154 -3.2648 -1.087
C 4.3381 -0.4073 -3.2297 -1.083
N 3.4005 -0.6449 -2.1151 0.263
C 2.0652 -0.5406 -2.1886 0.916
N 1.4890 -0.8176 -1.0288 0.701
C 2.4966 -1.0756 -0.1073 -1.077
C 3.6614 -0.9408 -0.8100 -0.349
N 4.9602 -1.1028 -0.1866 1.061
O 4.9616 -1.4693 0.9421 -0.592
O 5.8967 -0.7640 -0.9074 -0.618
C 1.2855 -0.1511 -3.3988 -1.504
H 4.7272 5.8442 -4.1151 0.406
H 3.6632 5.4201 -2.7518 0.301
H 3.3472 4.9644 -4.4661 0.393
H 5.5197 3.8011 -2.7447 0.388
H 5.3140 3.4580 -4.4524 0.482
H 5.7362 1.2287 -2.4989 0.566
H 5.5222 1.1205 -4.2198 0.702
H 5.0652 -1.2016 -3.2074 0.524
H 3.7182 -0.3361 -4.1055 0.388
H 2.3384 -1.3057 0.9118 0.911
H 1.6187 -0.6620 -4.3107 0.654
H 1.4005 0.9112 -3.6003 0.243
H 0.2282 -0.3537 -3.2027 0.212

=====

9
Properties=species:S:1:pos:R:3:nbo_charge:R:1 method="wB97M-V/def2-TZVPD" lumo_ev="-7.43 / -7.44" homo_lumo_gap_ev="8.1 / 8.1" homo_ev="-15.561 / -15.546" total_charge=+1 smiles="O=NCC=[N+]=O"
O 0.8873 2.2003 0.0978 -0.057
N 0.6807 1.0687 -0.0442 0.259
C -0.7121 0.5138 -0.0517 -0.381
C -0.2672 -0.9432 0.1124 -0.010
N 1.0371 -0.9917 0.1229 0.312
O 1.9975 -1.5844 -0.1187 -0.046
H -1.2265 0.4660 -1.0412 0.294
H -1.4231 1.1165 0.6316 0.295
H -0.9738 -1.8459 0.2912 0.335

=====

12
Properties=species:S:1:pos:R:3:nbo_charge:R:1 method="wB97M-V/def2-TZVPD" lumo_ev=0.71 homo_lumo_gap_ev=9.0 homo_ev=-8.315 smiles="NC(=C=O)CC=O"
N 0.6020 1.6148 0.7532 -0.792
C 0.3267 0.4476 -0.0101 -0.175
C 1.3726 -0.3098 -0.3455 0.695
O 2.3691 -0.9077 -0.4640 -0.448
C -1.1004 0.0043 -0.2948 -0.511
C -0.9247 -1.4785 -0.1282 0.440
O -0.1802 -2.0918 -0.8676 -0.539
H 0.6405 2.4425 0.1692 0.363
H 1.4778 1.5128 1.2555 0.372
H -1.7733 0.4405 0.4500 0.233
H -1.4704 0.2951 -1.2904 0.230
H -1.3396 -1.9698 0.7727 0.130

=====

Max |F| values (in eV/A) by entry order: 0.8 4.2 2.6 2.4 0.9.
Molar mass values (in g/mol) by entry order: 131.12 92.12 952.85 87.06 99.09.